The molecule C3H6FN at a distorted geometry. Source: the Open Molecules 2025 dataset; level of theory: ωB97M-V with the def2-TZVPD basis set.

The HOMO-LUMO gap is 10.55 eV. The value obtained for the largest force on an atom is 4.4 eV Å⁻¹. Its net charge is 0.

Each line ends with the Mulliken charge.
CARTESIAN COORDINATES (ANGSTROEM)
C -0.370 -0.945 -0.070  -0.33
C 0.805 -0.174 0.071  0.57
C 1.012 1.150 -0.022  -0.93
H -1.483 0.684 -0.627  0.26
H -1.631 0.258 0.989  0.28
H -0.541 -1.773 0.752  0.27
H -0.313 -1.527 -1.024  0.25
H 1.998 1.484 0.037  0.30
H 0.240 1.898 -0.101  0.24
N -1.576 -0.124 -0.014  -0.64
F 1.860 -0.931 0.010  -0.26


The molecule C21H21ClN2O4S at a distorted geometry. Source: the Open Molecules 2025 dataset; level of theory: ωB97M-V with the def2-TZVPD basis set.

The HOMO-LUMO gap is 8.64 eV. The value obtained for the largest force on an atom is 1.4 eV Å⁻¹. Its net charge is 0.

Each line ends with the Mulliken charge.
CARTESIAN COORDINATES (ANGSTROEM)
C 2.413 2.872 -1.910  -1.63
C 1.696 2.359 -0.722  0.65
C 2.139 1.867 0.480  0.85
N 1.053 1.454 1.202  -0.55
C 0.010 1.714 0.453  0.69
C -1.359 1.448 0.839  -0.12
C -1.605 1.133 2.179  -0.45
C -2.885 0.891 2.628  -0.77
C -3.951 0.957 1.744  -0.45
C -3.728 1.248 0.411  -0.59
C -2.442 1.488 -0.043  0.63
Cl -2.220 1.812 -1.718  -0.19
H -4.549 1.288 -0.287  0.46
H -4.958 0.777 2.089  0.43
H -3.056 0.656 3.667  0.43
H -0.761 1.097 2.849  0.47
O 0.350 2.264 -0.726  -0.31
C 3.517 1.664 0.945  -1.33
H 4.210 2.383 0.517  0.39
H 3.599 1.640 2.026  0.44
S 4.076 0.018 0.318  1.15
O 3.651 -0.065 -1.053  -0.58
O 5.478 -0.103 0.592  -0.69
C 3.162 -1.210 1.331  -0.88
C 2.331 -2.036 0.365  0.63
O 2.688 -3.115 -0.048  -0.69
N 1.178 -1.431 0.026  0.54
H 0.976 -0.518 0.406  -0.55
C 0.369 -1.852 -1.104  0.15
C -1.095 -1.872 -0.723  0.31
C -2.094 -1.710 -1.675  -0.23
C -3.428 -1.753 -1.312  -0.81
C -3.788 -1.960 0.007  -0.46
C -2.801 -2.127 0.963  -0.77
C -1.468 -2.082 0.600  -0.18
H -0.704 -2.225 1.350  0.36
H -3.070 -2.296 1.995  0.42
H -4.830 -1.998 0.289  0.46
H -4.190 -1.626 -2.068  0.41
H -1.836 -1.556 -2.711  0.35
C 0.678 -0.948 -2.303  -1.47
H 1.752 -0.772 -2.340  0.35
H 0.167 0.008 -2.206  0.22
H 0.374 -1.417 -3.234  0.51
H 0.698 -2.874 -1.331  0.47
H 2.555 -0.654 2.038  0.39
H 3.914 -1.817 1.826  0.47
H 1.694 3.182 -2.664  0.35
H 3.044 2.080 -2.312  0.31
H 3.046 3.717 -1.645  0.39


A structure of composition C5H11N3 at a distorted geometry. Source: the Open Molecules 2025 dataset; level of theory: ωB97M-V with the def2-TZVPD basis set.

The HOMO-LUMO gap is 8.17 eV. The value obtained for the largest force on an atom is 2.8 eV Å⁻¹. Its net charge is 0.

Each line ends with the Mulliken charge.
CARTESIAN COORDINATES (ANGSTROEM)
C -1.857 0.671 0.592  -1.54
C -0.147 -1.008 1.453  -1.53
C 0.075 0.001 -0.834  0.50
C 1.573 0.956 -0.432  -0.03
C -0.691 -0.232 0.294  0.57
N -0.470 0.393 -2.068  -0.52
N 1.354 -0.817 -1.010  -0.35
N 2.243 1.211 0.559  -0.49
H -0.015 1.191 -2.490  0.22
H -1.470 0.533 -2.039  0.28
H 1.463 -1.663 -0.459  0.21
H 1.521 -0.960 -1.995  0.27
H 2.934 0.620 1.005  0.29
H -2.017 1.472 -0.138  0.40
H -2.790 0.093 0.640  0.30
H 0.019 -2.063 1.238  0.36
H -1.731 1.172 1.566  0.36
H 0.815 -0.602 1.801  0.27
H -0.809 -0.967 2.318  0.42


A cluster of 2 separate species, C17H22N2O4S in total at a distorted geometry. Source: the Open Molecules 2025 dataset; level of theory: ωB97M-V with the def2-TZVPD basis set.

The HOMO-LUMO gap is 7.09 eV. The value obtained for the largest force on an atom is 2.4 eV Å⁻¹. Its net charge is 0.

Each line ends with the Mulliken charge.
CARTESIAN COORDINATES (ANGSTROEM)
C -0.370 3.896 0.478  -0.82
C -0.619 2.546 -0.259  -0.47
C -0.473 1.500 0.808  -1.05
C -0.385 2.082 2.067  0.76
N -0.447 1.453 3.262  0.10
C -0.453 -0.013 3.248  -0.32
C -0.693 -0.618 4.629  -0.76
O 0.005 0.075 5.664  -0.37
C -0.415 1.440 5.749  -0.71
C -0.123 2.216 4.473  -0.45
C -0.215 3.584 1.981  -0.80
H 0.522 4.401 0.094  0.31
H -1.223 4.565 0.320  0.26
H -1.631 2.531 -0.685  0.36
H 0.077 2.388 -1.091  0.18
H -0.817 0.478 0.635  0.63
H -1.257 -0.357 2.581  0.30
H 0.507 -0.395 2.847  0.21
H -1.784 -0.630 4.816  0.35
H -0.281 -1.635 4.658  0.33
H -1.499 1.517 5.965  0.35
H 0.177 1.857 6.575  0.33
H 0.946 2.506 4.470  0.31
H -0.722 3.138 4.485  0.28
H 0.774 3.897 2.354  0.31
H -0.961 4.134 2.578  0.35
C -1.178 -4.465 -5.842  -1.34
C -0.331 -3.548 -5.003  0.88
C 0.566 -4.074 -4.065  -0.55
C 1.314 -3.233 -3.238  -0.36
C 1.143 -1.850 -3.330  0.13
S 2.102 -0.745 -2.282  1.32
N 0.969 0.071 -1.003  -0.53
C 1.469 0.335 0.096  0.99
O 2.124 0.490 1.080  -0.52
O 3.021 -1.539 -1.507  -0.63
O 2.550 0.359 -3.092  -0.62
C 0.332 -1.310 -4.328  -0.52
C -0.420 -2.158 -5.140  -0.69
H -1.823 -3.884 -6.508  0.34
H -0.560 -5.132 -6.456  0.33
H -1.816 -5.099 -5.215  0.32
H 0.673 -5.158 -3.983  0.37
H 2.027 -3.646 -2.528  0.46
H 0.285 -0.232 -4.463  0.39
H -1.089 -1.739 -5.895  0.27


A cluster of 2 separate species, C5H13O2 in total at a distorted geometry. Source: the Open Molecules 2025 dataset; level of theory: ωB97M-V with the def2-TZVPD basis set.

The HOMO-LUMO gap is 7.44 eV. The value obtained for the largest force on an atom is 4.0 eV Å⁻¹. Its net charge is -1.

Each line ends with the Mulliken charge.
CARTESIAN COORDINATES (ANGSTROEM)
C -1.318 -0.046 -1.642  -0.61
O -1.927 -0.155 -0.473  -0.71
C 0.339 -0.225 -1.360  -0.77
C 0.609 0.276 0.085  0.32
C 0.600 -0.906 1.113  -1.65
C 1.854 1.159 0.291  -1.37
H -1.251 0.988 -2.029  0.25
H -1.852 -0.684 -2.365  0.30
H 0.644 -1.346 -1.453  0.23
H 0.857 0.374 -2.131  0.35
H -0.223 0.813 0.218  0.69
H 0.609 -0.388 2.150  0.33
H 1.484 -1.491 0.815  0.49
H -0.304 -1.586 0.891  0.44
H 2.827 0.691 -0.099  0.26
H 1.720 2.225 0.127  0.39
H 1.949 1.145 1.383  0.35
H -2.480 0.302 1.835  0.25
H -1.798 -0.495 0.806  0.27
O -2.338 -0.650 1.839  -0.81


A cluster of 7 separate species, C54H122F6N6O2P3 in total at a distorted geometry. Source: the Open Molecules 2025 dataset; level of theory: ωB97M-V with the def2-TZVPD basis set.

The HOMO-LUMO gap is 10.52 eV. The value obtained for the largest force on an atom is 6.7 eV Å⁻¹. Its net charge is +5.

Each line ends with the Mulliken charge.
CARTESIAN COORDINATES (ANGSTROEM)
C 0.806 -2.568 -9.006  -0.92
N 0.159 -1.912 -7.753  -0.21
C -1.242 -1.446 -8.114  -0.82
C 0.001 -3.021 -6.720  -0.89
C 0.980 -0.735 -7.145  -0.52
C 1.264 0.448 -8.139  -0.50
O 0.225 1.167 -8.569  -0.48
H 1.706 -2.989 -8.558  0.38
H 0.873 -1.829 -9.804  0.42
H 0.152 -3.396 -9.282  0.39
H -2.038 -2.188 -8.176  0.35
H -1.213 -0.964 -9.091  0.38
H -1.536 -0.766 -7.314  0.38
H -0.793 -3.668 -7.093  0.39
H -0.280 -2.514 -5.797  0.41
H 0.950 -3.551 -6.646  0.39
H 1.884 -1.196 -6.747  0.39
H 0.390 -0.359 -6.309  0.42
H 1.877 -0.032 -8.902  0.30
H 1.844 1.138 -7.527  0.41
H 0.382 2.112 -8.627  0.34
C 2.771 -1.930 7.533  -0.71
N 2.051 -3.198 6.892  -0.16
C 3.059 -4.119 6.099  -0.95
C 1.550 -4.052 8.059  -0.92
C 1.010 -2.823 5.845  -0.47
C -0.235 -2.098 6.398  -0.80
O 0.160 -1.034 7.166  -0.45
H 2.731 -1.100 6.827  0.31
H 3.817 -2.210 7.657  0.37
H 2.252 -1.654 8.450  0.34
H 2.423 -4.858 5.611  0.43
H 3.782 -4.605 6.754  0.36
H 3.563 -3.548 5.319  0.46
H 1.166 -4.899 7.491  0.37
H 0.843 -3.404 8.577  0.42
H 2.439 -4.316 8.633  0.40
H 0.696 -3.731 5.330  0.41
H 1.495 -2.261 5.046  0.46
H -0.894 -2.760 6.960  0.33
H -0.847 -1.736 5.571  0.45
H 0.147 -0.356 6.486  0.35
C 1.110 -14.119 1.391  -1.02
C 1.074 -13.275 0.134  -0.47
N 2.377 -12.726 -0.337  0.16
C 3.489 -13.488 -0.539  -0.26
C 4.490 -12.599 -0.859  -0.49
N 4.037 -11.264 -0.665  0.12
C 2.727 -11.417 -0.449  -0.08
C 4.774 -10.089 -0.815  -0.72
H 1.346 -13.575 2.306  0.30
H 1.818 -14.927 1.204  0.37
H 0.077 -14.434 1.542  0.35
H 0.427 -12.402 0.212  0.34
H 0.677 -13.904 -0.663  0.28
H 3.405 -14.553 -0.382  0.41
H 5.551 -12.779 -0.943  0.37
H 2.093 -10.572 -0.225  0.37
H 4.059 -9.477 -1.364  0.38
H 5.632 -10.543 -1.310  0.29
H 5.046 -9.681 0.159  0.29
C 10.540 -2.027 -2.215  -1.19
C 10.837 -1.663 -0.786  -0.41
N 11.875 -2.504 -0.202  0.17
C 11.782 -3.068 1.069  -0.43
C 12.909 -3.824 1.304  -0.27
N 13.716 -3.588 0.243  0.07
C 13.116 -2.743 -0.683  -0.13
C 15.030 -4.036 0.116  -0.83
H 9.934 -2.932 -2.263  0.35
H 11.334 -2.343 -2.892  0.37
H 9.927 -1.242 -2.658  0.35
H 9.927 -1.511 -0.205  0.38
H 11.363 -0.710 -0.741  0.31
H 10.930 -2.948 1.722  0.39
H 13.265 -4.443 2.113  0.44
H 13.608 -2.231 -1.496  0.42
H 15.161 -4.997 0.614  0.34
H 15.715 -3.417 0.695  0.34
H 15.221 -4.076 -0.957  0.33
C -11.380 4.890 5.678  -1.31
C -12.108 4.005 4.666  -0.76
C -11.168 3.048 3.936  -0.58
C -12.013 1.951 3.173  -0.95
P -11.061 1.086 1.937  0.85
C -9.329 1.116 2.453  -0.96
C -8.268 0.333 1.610  -0.91
C -6.815 0.686 2.130  -0.42
C -5.732 -0.132 1.338  -1.30
C -11.145 1.945 0.339  -1.28
C -10.534 3.320 0.004  -0.77
C -11.189 4.515 0.751  -0.09
C -11.505 5.650 -0.180  -1.63
C -11.660 -0.657 1.746  -0.72
C -11.972 -1.406 3.012  -0.52
C -11.157 -2.789 3.091  -0.79
C -11.197 -3.772 1.910  -1.15
H -10.562 5.465 5.244  0.33
H -10.937 4.248 6.439  0.34
H -12.149 5.564 6.054  0.38
H -12.809 4.536 4.021  0.44
H -12.770 3.358 5.242  0.36
H -10.524 2.534 4.650  0.46
H -10.517 3.617 3.273  0.22
H -12.816 2.424 2.608  0.49
H -12.304 1.214 3.921  0.57
H -9.384 0.622 3.423  0.57
H -9.146 2.187 2.536  0.59
H -8.348 0.479 0.532  0.46
H -8.299 -0.753 1.702  0.28
H -6.881 0.494 3.201  0.37
H -6.675 1.761 2.013  0.35
H -5.807 -1.211 1.469  0.35
H -4.689 0.086 1.568  0.36
H -5.877 -0.083 0.259  0.33
H -12.127 1.931 -0.133  0.56
H -10.513 1.367 -0.335  0.52
H -10.804 3.504 -1.036  0.57
H -9.444 3.298 -0.005  0.36
H -10.518 4.997 1.461  0.20
H -11.992 4.293 1.454  0.22
H -10.613 6.136 -0.576  0.34
H -12.081 6.373 0.398  0.41
H -12.093 5.339 -1.043  0.42
H -10.902 -1.198 1.180  0.43
H -12.518 -0.482 1.097  0.55
H -13.053 -1.540 3.033  0.41
H -11.780 -0.772 3.877  0.35
H -11.101 -3.319 4.042  0.52
H -10.086 -2.588 3.041  0.14
H -12.240 -4.089 1.892  0.29
H -10.466 -4.564 2.072  0.41
H -10.883 -3.317 0.970  0.31
C 6.247 6.988 -5.015  -1.19
C 4.831 6.303 -5.361  -0.71
C 3.938 6.223 -4.058  -0.35
C 4.514 5.368 -2.941  -0.96
P 3.644 5.540 -1.341  0.97
C 2.093 4.531 -1.397  -0.94
C 1.076 4.827 -2.545  -0.50
C -0.274 4.084 -2.252  -0.51
C -1.382 4.497 -3.238  -1.34
C 3.064 7.316 -1.004  -1.28
C 4.152 8.349 -0.959  -0.53
C 3.615 9.781 -0.832  -0.48
C 4.843 10.724 -0.755  -1.31
C 4.849 5.146 0.053  -1.34
C 4.929 3.719 0.564  -0.52
C 6.110 3.685 1.518  -0.62
C 5.963 4.590 2.837  -1.18
H 6.776 6.753 -4.091  0.29
H 6.244 8.075 -4.932  0.33
H 7.081 6.831 -5.700  0.38
H 5.072 5.302 -5.719  0.33
H 4.446 6.907 -6.183  0.36
H 2.963 5.812 -4.319  0.07
H 3.643 7.227 -3.753  0.36
H 5.580 5.550 -2.800  0.48
H 4.563 4.361 -3.356  0.60
H 1.636 4.636 -0.413  0.51
H 2.377 3.512 -1.657  0.55
H 1.561 4.581 -3.490  0.34
H 0.928 5.906 -2.483  0.28
H -0.874 4.399 -1.398  0.32
H -0.195 2.997 -2.235  0.38
H -0.974 4.342 -4.236  0.31
H -1.621 5.546 -3.064  0.33
H -2.401 4.140 -3.094  0.40
H 2.624 7.406 -0.011  0.71
H 2.257 7.687 -1.635  0.50
H 4.577 8.373 -1.963  0.12
H 4.930 8.076 -0.247  0.39
H 3.179 9.777 0.167  0.32
H 2.906 10.093 -1.598  0.42
H 5.339 10.681 0.215  0.33
H 4.475 11.748 -0.811  0.40
H 5.606 10.559 -1.516  0.34
H 4.520 5.796 0.864  0.46
H 5.774 5.549 -0.360  0.69
H 5.142 3.173 -0.355  0.41
H 3.974 3.527 1.053  0.34
H 6.905 4.007 0.844  0.34
H 6.150 2.641 1.828  0.37
H 5.910 5.669 2.690  0.33
H 6.836 4.403 3.462  0.35
H 5.067 4.418 3.434  0.34
P 3.699 -2.689 -0.275  1.18
F 4.730 -3.826 -0.788  -0.36
F 2.747 -3.227 -1.432  -0.36
F 3.130 -3.667 0.831  -0.35
F 2.593 -1.614 0.026  -0.33
F 4.732 -2.053 0.911  -0.40
F 4.350 -1.669 -1.380  -0.38


Look up the net charge of the fifth one. -1